# 1
Entry from the Open Molecules 2025 dataset: a cluster of 2 separate species, C14H25N5O8 in total at a distorted geometry (ωB97M-V/def2-TZVPD).

The multiplicity is 1. Its HOMO-LUMO gap is 3.7 eV. As for the LUMO energy: -4.36 eV. As for the net charge: 0. For the total energy, the calculation gives -1424.001761 hartree.

The geometry in XYZ format:
```
52
Properties=species:S:1:pos:R:3:forces:R:3:mulliken_charge:R:1
O -2.2305 -0.8591 4.4596 -0.53 1.87 0.83 -0.42
O 0.3688 -1.6233 -1.9598 0.10 0.16 -0.13 -0.83
O -0.9845 1.2800 1.0605 -0.91 0.20 1.50 -0.64
O -1.7118 2.6425 3.3346 -0.18 -0.38 0.35 -0.64
O 3.7941 1.4560 -2.1296 -0.39 0.02 -0.13 -0.71
O -2.5875 -0.9818 1.4212 0.19 -0.12 0.33 -0.65
O 0.5745 -0.2750 -0.2031 0.11 0.26 1.10 -0.78
O 1.2711 1.2243 -6.2276 0.07 0.22 0.09 -0.70
N -1.4205 2.6319 7.2202 -3.41 -4.96 -2.94 -0.58
N 1.2985 0.0338 -4.3174 0.61 -0.24 1.37 -0.12
N 3.1026 -0.6739 -2.2349 -0.43 -0.88 -0.48 0.08
N -2.0754 1.8883 6.4278 -0.13 0.76 -1.27 0.77
N -2.7182 1.1417 5.6257 3.12 3.97 5.39 -0.12
C 4.1624 -1.2290 -1.4004 -0.33 0.60 -0.12 -0.97
C 0.2112 -0.5303 -1.3729 -0.36 -0.45 -0.88 0.57
C 1.0478 0.1906 -5.6120 -0.03 0.69 -1.35 0.83
C -0.9953 0.5961 2.3129 0.46 -0.68 -1.15 -0.08
C -2.0058 1.2415 3.2576 -0.14 1.22 -1.12 0.03
C 0.4517 -1.0021 -6.3184 0.04 -0.01 0.09 -1.19
C -0.4271 0.6220 -2.1420 0.00 0.07 -0.42 -0.65
C 0.6244 1.6533 -2.5947 -0.16 0.05 0.26 -1.13
C 2.9775 0.6280 -2.5279 0.75 0.39 0.14 -0.07
C -1.3472 -0.8893 2.1366 -0.25 0.25 -0.18 0.11
C -1.9372 -3.0015 3.3879 -0.34 0.19 0.44 -1.54
C 1.8025 1.0865 -3.4190 -0.48 -0.49 -0.05 0.23
C -1.8681 0.5216 4.6020 1.47 -2.07 -1.86 0.00
C -1.4046 -1.5767 3.5188 -0.08 -0.42 -1.37 0.11
H 2.2029 1.9060 -4.0183 0.02 -0.30 -0.08 0.50
H 1.1364 -1.8437 -6.2363 -0.09 -0.20 -0.02 0.31
H -1.3449 -3.5645 2.6599 -0.03 0.23 0.11 0.40
H 4.1081 -2.3177 -1.4112 -0.09 0.13 -0.09 0.37
H -2.9796 -2.9928 3.0554 0.22 0.06 -0.01 0.35
H 0.1096 2.3931 -3.2089 0.05 0.06 -0.05 0.45
H -1.1652 1.1247 -1.5152 0.06 0.10 0.09 0.49
H 4.0371 -0.8714 -0.3770 0.15 -0.06 0.07 0.28
H -1.5290 2.9351 2.4125 0.00 -0.44 0.60 0.41
H 1.0151 2.1751 -1.7198 0.11 0.03 -0.02 0.39
H -1.8854 -3.5142 4.3522 0.01 0.03 -0.10 0.41
H 2.3104 -1.2744 -2.4453 0.24 0.03 0.28 0.17
H -3.0214 1.0963 2.8682 0.11 -0.14 0.14 0.24
H -2.4676 -0.5908 0.5331 0.20 -0.19 0.68 0.47
H -0.4969 -1.2536 -5.8489 -0.08 -0.21 -0.01 0.30
H -0.3828 -1.6323 3.9110 0.04 0.27 0.01 0.32
H 1.0138 -0.8379 -3.8828 -0.16 0.16 0.06 0.27
H -0.9690 0.2390 -3.0100 0.13 -0.06 0.05 0.41
H -0.3169 0.7967 0.4748 0.43 -0.32 -0.09 0.27
H -0.8201 0.5825 4.9154 0.02 0.14 0.19 0.60
H 5.1343 -0.9045 -1.7751 -0.05 -0.02 0.07 0.29
H -0.5685 -1.3936 1.5558 0.13 0.18 0.10 0.46
H 0.2927 -0.7533 -7.3662 0.04 0.00 0.13 0.32
H -1.3975 3.6347 7.0284 -0.25 0.24 -0.86 0.36
H 0.0110 0.6656 2.7425 0.04 0.04 0.30 0.27
```
Forces are in eV/Å.

=====

# 2
Entry from the Open Molecules 2025 dataset: the ion C2H5N2O2 with charge +1 at a distorted geometry (ωB97M-V/def2-TZVPD).

The multiplicity is 1. Its HOMO-LUMO gap is 7.9 eV. As for the LUMO energy: -8.50 eV. As for the net charge: +1. For the total energy, the calculation gives -338.633755 hartree.

The geometry in XYZ format:
```
11
Properties=species:S:1:pos:R:3:forces:R:3:mulliken_charge:R:1
O -1.7070 -0.6883 -0.1440 -0.30 0.20 0.36 -0.45
O -0.5825 -2.1176 1.0760 -1.13 -2.19 1.09 -0.41
N -0.5994 1.3738 -0.7674 -1.23 1.25 2.51 -0.22
N -0.8346 -1.0977 0.5666 2.85 1.67 -1.10 0.94
C 0.4450 0.6049 -0.5981 1.18 -1.13 -2.68 -0.05
C 0.5414 -0.1614 0.7435 -0.39 -0.06 1.39 -0.57
H 0.4053 0.2678 1.8192 0.11 0.00 -2.29 0.36
H 1.3255 1.2597 -0.2122 -0.63 -0.16 -0.51 0.31
H -1.0735 1.3304 -1.6544 -0.09 -0.19 -0.84 0.33
H 0.5768 -0.0199 -1.5736 1.08 0.47 2.21 0.40
H 1.5032 -0.7518 0.7443 -1.43 0.14 -0.13 0.37
```
Forces are in eV/Å.

=====

# 3
Entry from the Open Molecules 2025 dataset: a structure of composition C44H50N4O3PdSSb (ωB97M-V/def2-TZVPD).

The multiplicity is 2. Its HOMO-LUMO gap (spin up / spin down) is 3.5 / 6.4 eV. As for the LUMO energy (spin up / spin down): 4.13 / 4.13 eV. As for the expectation value of S²: 0.76. As for the net charge: -2. For the total energy, the calculation gives -2917.722943 hartree.

The geometry in XYZ format:
```
104
Properties=species:S:1:pos:R:3:forces:R:3:mulliken_charge:R:1
Sb 1.4457 2.4303 0.1119 -0.32 0.01 0.01 0.94
Pd 1.6232 -0.0644 -0.2400 0.57 0.01 0.08 1.64
S 2.3701 3.7650 1.7493 0.04 -0.13 0.05 -0.73
O -0.2389 -1.5650 -1.3390 -0.11 0.31 0.10 -0.50
O 3.0856 -1.8904 -0.6798 0.03 0.34 -0.06 -0.29
O -1.2016 -1.2348 0.6491 -0.28 0.06 -0.04 -0.61
N 1.6752 -0.4762 1.9974 -0.11 0.07 -0.07 1.55
N 4.8345 0.4411 1.0647 -0.05 0.01 0.10 0.89
N 2.8960 -3.2054 -0.4762 -0.21 -0.01 0.01 0.14
N -3.8101 -1.6554 0.7183 0.23 0.05 0.04 -0.12
C 0.8598 5.2261 -3.2616 -0.08 0.00 0.00 -0.67
C 1.4511 -1.9113 2.2162 0.03 0.00 0.04 -1.13
C -2.1346 -3.4757 -1.9984 0.00 -0.01 -0.02 -0.60
C 0.6490 4.4129 -2.1538 0.01 0.02 -0.02 -0.31
C 3.4343 0.6453 -3.9304 0.00 -0.01 0.02 -0.64
C 2.9375 -0.0281 2.6287 -0.04 -0.13 0.13 -0.95
C -1.5787 1.8681 -0.2352 0.11 -0.13 -0.02 0.37
C -5.9512 1.5339 3.7624 -0.05 0.01 0.01 -1.68
C 1.8266 0.4625 -2.1304 0.37 -0.26 0.17 0.41
C -4.9395 -0.9194 1.0201 0.10 0.06 0.03 0.17
C 3.1475 4.5115 -3.3511 -0.04 0.02 0.00 -0.61
C 2.4235 1.0112 -4.8123 0.01 -0.03 -0.02 -0.60
C 1.4937 -5.1174 -0.5962 0.02 -0.06 0.01 -0.51
C 0.8217 0.8199 -3.0181 -0.09 0.01 -0.09 0.51
C 2.4600 -5.9118 0.0935 0.03 0.06 0.01 -0.83
C -6.0690 -0.8615 0.1990 -0.05 0.01 -0.02 -0.94
C -0.6746 2.7331 0.3790 0.02 0.08 -0.13 0.32
C 5.7603 -0.2242 0.1744 0.01 -0.03 -0.06 -1.16
C 3.1395 0.3789 -2.5998 -0.08 0.03 -0.19 -0.40
C -5.9870 0.6595 2.5350 0.07 -0.01 0.00 1.48
C -4.8972 -0.1409 2.1993 -0.01 0.05 -0.01 1.01
C 2.1081 5.2790 -3.8616 0.04 0.00 -0.02 -0.45
C -4.6107 -3.4057 -0.7795 0.02 -0.03 0.00 -0.34
C 1.7297 -3.8082 -0.8771 -0.03 -0.08 -0.04 -0.30
C 1.6858 3.6490 -1.6319 0.03 0.01 -0.01 0.55
C 1.1179 1.0921 -4.3500 -0.02 0.02 0.02 -0.73
C -2.9471 2.0644 -0.1044 -0.04 -0.01 0.05 -0.76
C -7.1160 0.6840 1.7171 -0.02 0.00 -0.01 -1.10
C 3.6888 -5.2840 0.3801 -0.02 -0.09 0.00 -0.45
C -3.4264 3.1263 0.6535 0.05 -0.05 0.03 -0.46
C 2.9357 3.7050 -2.2435 -0.02 0.03 -0.02 -0.43
C -3.6369 -0.1573 3.0209 -0.03 0.03 -0.03 -1.71
C -3.1315 -4.3373 -2.4334 0.01 0.05 0.03 -1.02
C -1.1612 3.7834 1.1473 -0.01 0.04 0.00 -0.73
C -3.6119 -2.5269 -0.3491 -0.02 -0.04 -0.04 0.40
C 3.9060 -3.9687 0.0846 0.01 0.04 0.01 -0.52
C 4.1998 -0.5357 1.9424 0.10 0.12 0.02 -0.08
C -2.5311 3.9799 1.2867 -0.01 0.00 -0.01 -0.85
C 5.5070 1.4825 1.8089 0.05 -0.02 -0.02 -1.24
C -1.1643 -1.7003 -0.5214 -0.16 -0.37 0.01 0.03
C -2.3434 -2.5765 -0.9618 -0.02 0.11 0.00 0.03
C -4.3709 -4.2976 -1.8113 0.00 -0.03 -0.02 -0.59
C -7.1459 -0.0677 0.5551 -0.01 0.00 0.01 -0.97
C 0.5759 0.2472 2.6524 -0.10 0.04 0.06 -1.42
H -6.8893 2.0805 3.8647 0.00 0.00 0.00 0.40
H 1.0375 -3.1447 -1.3774 0.08 -0.08 0.04 0.42
H 5.9555 2.1958 1.1162 0.00 0.02 -0.02 0.31
H -5.1396 2.2615 3.7083 0.03 0.02 -0.02 0.32
H 3.9295 0.0880 -1.9172 -0.05 -0.01 -0.04 0.13
H -3.3040 -1.1793 3.2106 0.00 -0.04 0.00 0.39
H 2.9176 -0.3732 3.6777 0.01 0.02 -0.05 0.10
H -0.3568 0.0051 2.1475 0.07 0.03 0.06 0.15
H 6.5829 -0.7203 0.7305 0.00 0.01 -0.03 0.30
H 3.7496 3.0982 -1.8661 0.02 0.00 0.04 0.31
H 4.8375 -3.4497 0.2464 0.03 0.04 0.04 0.32
H -3.6399 1.3762 -0.5748 -0.02 -0.01 0.00 0.42
H 2.9226 1.0629 2.6514 0.02 0.02 -0.07 0.29
H -4.4939 3.2716 0.7650 -0.05 0.00 0.01 0.39
H -0.3353 4.3719 -1.7016 0.00 0.01 0.02 0.36
H 0.5479 -2.2124 1.6898 0.01 0.03 0.06 -0.07
H 0.7606 1.3218 2.6167 -0.01 -0.02 0.02 0.38
H 4.9306 -0.8781 2.7052 -0.07 0.01 -0.03 0.35
H -5.1591 -4.9755 -2.1193 -0.01 0.00 -0.01 0.36
H -2.8219 0.3414 2.4877 0.03 0.01 -0.03 0.10
H -1.2104 1.0092 -0.7931 -0.03 0.12 0.08 -0.50
H -2.8964 -1.2935 1.0335 -0.10 -0.04 -0.03 0.20
H 4.8074 2.0395 2.4257 -0.09 0.03 0.06 0.30
H 5.2218 -0.9714 -0.4087 0.00 -0.04 0.01 0.18
H 6.3130 1.0667 2.4494 -0.02 0.01 0.00 0.36
H -6.0849 -1.4070 -0.7331 -0.01 0.03 0.01 0.66
H -3.7605 0.3473 3.9757 -0.01 0.00 0.00 0.46
H 2.2694 5.9078 -4.7299 0.00 0.00 0.00 0.33
H 0.0398 5.8137 -3.6598 0.00 0.00 0.00 0.37
H 4.1223 4.5323 -3.8236 0.02 0.00 -0.01 0.37
H 0.5139 -0.0493 3.7125 0.00 0.02 -0.01 0.41
H -5.5668 -3.4084 -0.2737 0.01 -0.03 0.00 0.65
H 2.2760 -6.9463 0.3421 0.01 -0.03 0.00 0.37
H 4.5054 -5.8377 0.8303 0.00 -0.02 0.01 0.37
H 2.2826 -2.4947 1.8407 0.13 -0.07 -0.08 0.24
H 2.6503 1.2277 -5.8508 0.00 0.01 0.02 0.31
H -0.4513 4.4404 1.6403 0.01 0.01 0.02 0.37
H -2.9409 -5.0317 -3.2411 0.01 -0.02 -0.02 0.41
H 0.5486 -5.5371 -0.9166 -0.04 -0.03 0.00 0.44
H 3.9369 -1.3848 1.3208 0.00 -0.16 -0.10 -0.69
H -7.9585 1.3098 1.9878 -0.01 0.01 0.00 0.29
H 1.3306 -2.1036 3.2949 0.03 -0.03 -0.02 0.34
H 4.4597 0.5668 -4.2784 0.00 0.01 -0.01 0.36
H -2.9003 4.8012 1.8914 -0.01 0.01 0.00 0.37
H -1.1558 -3.4708 -2.4595 0.02 -0.01 -0.02 0.49
H -5.7997 0.9508 4.6728 -0.01 -0.01 0.02 0.36
H 6.2076 0.5055 -0.5055 0.00 0.00 0.01 0.34
H -8.0114 -0.0251 -0.0961 -0.01 0.00 0.00 0.39
H 0.3176 1.3737 -5.0260 0.00 0.01 -0.02 0.40
H -0.2079 0.8828 -2.6827 0.07 -0.02 -0.03 0.34
```
Forces are in eV/Å.

=====

# 4
Entry from the Open Molecules 2025 dataset: the molecule C3H4FP at a distorted geometry (ωB97M-V/def2-TZVPD).

The multiplicity is 1. Its HOMO-LUMO gap (spin up / spin down) is 8.1 / 6.6 eV. As for the LUMO energy (spin up / spin down): -0.14 / -0.85 eV. As for the net charge: 0. For the total energy, the calculation gives -557.794671 hartree.

The geometry in XYZ format:
```
9
Properties=species:S:1:pos:R:3:forces:R:3:mulliken_charge:R:1
P -0.4771 1.7584 -1.0935 -1.17 -2.96 -0.04 0.20
F -2.0182 1.8986 -0.5438 0.78 0.24 -0.22 -0.26
C -0.5711 -0.2963 -1.2465 0.45 1.07 1.05 -0.39
C 0.8119 -0.4756 1.0095 2.69 -0.29 0.67 -0.90
C 0.0184 -0.7080 -0.1602 -0.65 0.83 -1.48 0.14
H 0.9527 -1.3549 1.6799 -0.84 0.64 -0.15 0.28
H 1.8990 -0.2950 0.7528 -1.02 -0.02 -0.23 0.28
H -1.1351 -0.9774 -1.8863 0.02 0.70 -0.29 0.35
H 0.5195 0.4503 1.4879 -0.27 -0.20 0.69 0.31
```
Forces are in eV/Å.

=====

total energy of number 2 (C2H5N2O2)? -338.633755 hartree